{"formula": "CH2NO3S", "method": "wB97M-V/def2-TZVPD", "total_charge": -1, "gap_ev": [6.42, 6.41], "e_homo_ev": [-3.1, -3.1], "lumo_energy_ev": [3.309, 3.308], "symbols": ["C", "N", "O", "O", "O", "S", "H", "H"], "positions_angstrom": [[-0.51423, 0.17368, 0.00051], [2.02214, 1.05668, -0.03978], [2.26723, 2.06804, 0.62582], [2.88112, 0.51004, -0.73018], [-2.09109, 1.83409, -0.95064], [-1.47656, 1.47952, 0.38918], [-0.26092, 0.23684, -1.09354], [-0.09133, -0.28643, 0.84712]], "nbo_charge": [-0.6386, 0.2554, -0.5609, -0.5604, -0.9780, 0.9954, 0.2695, 0.2176]}

---

{"formula": "C8H14N", "method": "wB97M-V/def2-TZVPD", "total_charge": 1, "gap_ev": 9.98, "smiles": "C[NH2+][C@]12[C@@H](C)[C@]13[C@H](C)[C@@H]23", "e_homo_ev": -13.2, "lumo_energy_ev": -3.215, "symbols": ["C", "C", "C", "C", "C", "C", "C", "C", "N", "H", "H", "H", "H", "H", "H", "H", "H", "H", "H", "H", "H", "H", "H"], "positions_angstrom": [[0.29194, 1.07035, -1.22030], [0.93090, 1.34570, 0.14682], [-1.68827, 0.39620, 0.00082], [-0.53922, 1.22266, -0.00341], [-0.60645, -0.07228, -0.98556], [1.38054, 2.67718, 0.45477], [-2.08445, -0.48146, 1.12747], [1.46205, -1.84731, -1.19126], [0.25856, -1.53547, -0.39665], [0.40172, 1.73273, -2.00122], [1.56274, 0.54080, 0.46405], [-2.56498, 0.58910, -0.70133], [2.23780, 2.53539, 1.03851], [0.71013, 3.23918, 1.13506], [1.55077, 3.27391, -0.42744], [-1.34815, -0.46197, 1.89395], [-2.25225, -1.45709, 0.71234], [-2.91351, -0.29538, 1.75003], [1.81053, -2.80959, -0.93909], [0.95466, -1.88780, -2.23659], [2.23458, -1.14443, -1.11243], [0.18416, -1.61120, 0.61639], [-0.57698, -2.11057, -0.79696]], "nbo_charge": [-0.2244, -0.1900, -0.2016, 0.0716, 0.1537, -0.6386, -0.6495, -0.4070, -0.6186, 0.2444, 0.2056, 0.2677, 0.2377, 0.2394, 0.2339, 0.2219, 0.2233, 0.2717, 0.2322, 0.2321, 0.2266, 0.4271, 0.4407]}

---

{"formula": "ClFH2NOP", "method": "wB97M-V/def2-TZVPD", "gap_ev": 8.00, "e_homo_ev": -10.6, "lumo_energy_ev": -2.605, "symbols": ["N", "O", "F", "P", "Cl", "H", "H"], "positions_angstrom": [[-0.28127, -0.16225, -1.52296], [-0.65546, -0.99743, 0.79647], [1.72252, -0.63577, 0.43509], [0.26824, -0.12486, -0.08157], [-0.02106, 2.12224, 1.64050], [0.39023, 0.27401, -2.05170], [-1.42320, -0.47593, 0.78417]], "nbo_charge": [-1.1085, -0.9311, -0.5162, 2.1917, -0.5235, 0.3727, 0.5149]}

---

{"formula": "C28H65AsF9O16V", "method": "wB97M-V/def2-TZVPD", "total_charge": -1, "multiplicity": 2, "gap_ev": [6.35, 7.81], "s_squared": 0.76, "e_homo_ev": [-4.1, -5.6], "lumo_energy_ev": [2.237, 2.215], "symbols": ["O", "V", "O", "As", "F", "F", "F", "F", "F", "F", "C", "O", "C", "C", "O", "C", "H", "H", "H", "H", "H", "H", "H", "H", "H", "H", "C", "O", "C", "C", "O", "C", "H", "H", "H", "H", "H", "H", "H", "H", "H", "H", "C", "O", "C", "C", "O", "C", "H", "H", "H", "H", "H", "H", "H", "H", "H", "H", "C", "O", "C", "C", "O", "C", "H", "H", "H", "H", "H", "H", "H", "H", "H", "H", "C", "O", "C", "C", "O", "C", "H", "H", "H", "H", "H", "H", "H", "H", "H", "H", "C", "O", "C", "C", "O", "C", "H", "H", "H", "H", "H", "H", "H", "H", "H", "H", "C", "C", "O", "C", "O", "C", "F", "F", "F", "H", "H", "H", "H", "H"], "positions_angstrom": [[-19.54900, 1.35856, 17.49111], [-19.41120, -0.14981, 17.76983], [-17.89013, -0.70536, 17.56233], [-20.04936, -0.56451, 14.04478], [-20.19643, -0.54883, 15.83263], [-20.82179, 1.02081, 14.05330], [-19.85686, -0.43618, 12.24043], [-19.39924, -2.21559, 14.06943], [-21.73998, -1.21561, 13.87152], [-18.40198, 0.09687, 14.23888], [-23.00416, 7.50629, 15.54029], [-22.90868, 6.49982, 14.54411], [-24.02597, 6.41766, 13.68480], [-23.81352, 5.49838, 12.46783], [-23.94629, 4.09344, 12.66853], [-23.05929, 3.65742, 13.66224], [-22.82620, 8.53507, 15.22714], [-22.22742, 7.25434, 16.26230], [-23.98353, 7.50481, 16.01875], [-24.45555, 7.37334, 13.38442], [-24.84059, 6.07910, 14.32503], [-22.77737, 5.66525, 12.17348], [-24.42523, 5.86435, 11.64323], [-23.14432, 2.57090, 13.68078], [-23.42824, 4.07621, 14.59851], [-22.04750, 4.04110, 13.53122], [-23.90643, -3.24419, 11.65280], [-24.38279, -2.06829, 10.98952], [-23.54757, -0.93540, 10.92310], [-24.16617, 0.13621, 9.97321], [-24.45045, -0.17855, 8.61230], [-23.34177, -0.44854, 7.78923], [-23.07252, -3.78408, 11.20425], [-24.76235, -3.91851, 11.68113], [-23.60583, -2.98128, 12.66700], [-22.60487, -1.13368, 10.41309], [-23.41578, -0.51681, 11.92084], [-23.51236, 1.00795, 9.94609], [-25.01414, 0.42706, 10.59324], [-23.71871, -1.00745, 6.93271], [-22.57533, -1.11061, 8.19211], [-22.86365, 0.48151, 7.48185], [-15.45410, 1.81897, 15.65957], [-14.73435, 2.22651, 16.79781], [-13.43772, 2.84270, 16.66371], [-13.41317, 4.27129, 16.15112], [-14.34779, 5.16761, 16.79552], [-14.38353, 6.46908, 16.31407], [-14.79166, 1.35584, 14.92830], [-15.87339, 2.73593, 15.24545], [-16.29098, 1.16232, 15.89734], [-12.79206, 2.18765, 16.07881], [-12.96995, 2.84677, 17.64823], [-13.54757, 4.03978, 15.09451], [-12.37139, 4.59192, 16.15400], [-15.04659, 6.44611, 15.44924], [-13.37347, 6.68937, 15.96860], [-14.81589, 7.13714, 17.05897], [-21.32598, 2.33925, 11.10951], [-20.95295, 2.06855, 9.78031], [-19.97270, 1.07250, 9.57692], [-19.35792, 1.07254, 8.15178], [-18.54658, 2.25237, 7.98597], [-18.44605, 2.73084, 6.63506], [-20.57135, 2.77665, 11.76323], [-21.63354, 1.42198, 11.61164], [-22.15919, 3.03927, 11.04775], [-20.36787, 0.09673, 9.85942], [-19.13982, 1.20471, 10.26752], [-20.18298, 1.07571, 7.43949], [-18.75755, 0.16705, 8.06366], [-17.64261, 3.46721, 6.61684], [-19.35440, 3.25558, 6.33897], [-18.15960, 1.98947, 5.88914], [-16.78828, -4.00971, 12.71975], [-16.98041, -3.64887, 11.38269], [-18.33561, -3.21561, 11.13091], [-19.43770, -4.20741, 11.53099], [-19.44056, -5.30282, 10.64078], [-18.60947, -6.38810, 10.97756], [-17.06674, -5.05038, 12.88588], [-17.25398, -3.32687, 13.43034], [-15.70706, -3.93834, 12.83795], [-18.34487, -3.20710, 10.04098], [-18.36057, -2.14743, 11.34646], [-20.38447, -3.67675, 11.43032], [-19.38928, -4.50923, 12.57726], [-17.55542, -6.22435, 10.75334], [-19.02880, -7.30158, 10.55588], [-18.69106, -6.64126, 12.03461], [-22.64245, 0.13177, 17.67244], [-21.49893, -0.20190, 18.42595], [-21.74863, -1.38040, 19.27715], [-21.17295, -2.56496, 18.60979], [-19.76275, -2.31840, 18.40597], [-19.14114, -3.51149, 17.84528], [-22.37518, 0.99363, 17.06100], [-23.56000, 0.35047, 18.21869], [-22.91694, -0.71500, 17.04336], [-22.79739, -1.49591, 19.55077], [-21.40761, -1.26308, 20.30578], [-21.64986, -2.63954, 17.63250], [-21.30890, -3.44392, 19.23991], [-19.66628, -3.85500, 16.95402], [-19.23461, -4.36075, 18.52213], [-18.07700, -3.40818, 17.63307], [-16.49478, 0.43981, 12.27224], [-15.78264, 0.72935, 10.92342], [-15.31353, 2.07021, 10.78027], [-14.23857, 2.53201, 11.50958], [-13.49549, 1.93293, 12.25807], [-13.98561, 4.07060, 11.42850], [-14.91929, 4.75169, 10.75733], [-13.97769, 4.57175, 12.71256], [-12.81983, 4.15027, 10.77845], [-15.72079, 0.46082, 13.03943], [-17.02289, -0.51360, 12.28705], [-17.27826, 1.17755, 12.44545], [-16.53738, 0.68678, 10.13815], [-14.98883, -0.00313, 10.77693]], "lowdin_charge": [-0.4299, 0.7299, -0.5034, 0.9521, -0.2886, -0.2528, -0.2819, -0.2498, -0.2923, -0.2455, -0.1051, -0.1964, -0.2236, -0.1845, -0.1909, -0.1174, 0.0803, 0.0918, 0.0814, 0.1164, 0.1204, 0.1214, 0.1222, 0.0925, 0.0829, 0.0956, -0.0891, -0.1821, -0.2070, -0.1733, -0.1676, -0.1139, 0.0739, 0.0814, 0.0748, 0.1013, 0.1170, 0.1058, 0.1219, 0.0854, 0.0793, 0.0818, -0.0927, -0.1786, -0.1927, -0.2017, -0.1666, -0.1243, 0.0684, 0.0886, 0.0836, 0.1208, 0.1145, 0.0972, 0.1194, 0.0841, 0.0808, 0.0872, -0.1167, -0.1784, -0.2059, -0.1715, -0.1878, -0.1077, 0.0926, 0.0635, 0.0813, 0.1031, 0.1083, 0.1101, 0.1180, 0.0794, 0.0826, 0.0792, -0.1303, -0.2011, -0.1712, -0.1993, -0.1721, -0.1203, 0.0691, 0.0850, 0.0893, 0.1202, 0.0922, 0.1163, 0.1113, 0.0879, 0.0828, 0.0780, -0.0826, -0.2764, -0.1570, -0.1887, -0.2704, -0.0580, 0.1029, 0.0909, 0.0931, 0.1285, 0.1332, 0.1345, 0.1348, 0.0901, 0.0800, 0.0922, -0.0502, -0.1860, 0.0140, -0.3277, 0.1400, -0.5051, 0.1623, 0.1232, 0.1624, 0.0623, 0.0565, 0.0767, 0.1105, 0.1235]}

---

{"formula": "C50H42Cl2FeN8S5", "method": "wB97M-V/def2-TZVPD", "total_charge": 1, "multiplicity": 6, "gap_ev": [7.03, 6.11], "s_squared": 8.77, "e_homo_ev": [-9.2, -9.1], "lumo_energy_ev": [-2.179, -2.987], "symbols": ["Fe", "C", "C", "N", "N", "C", "N", "S", "C", "C", "C", "C", "C", "N", "H", "H", "H", "H", "H", "H", "H", "H", "H", "Cl", "C", "C", "C", "C", "C", "Cl", "C", "S", "H", "H", "H", "N", "S", "N", "S", "N", "S", "N", "C", "C", "C", "C", "C", "C", "C", "C", "C", "C", "C", "C", "C", "C", "C", "C", "C", "C", "C", "C", "C", "C", "C", "C", "C", "C", "C", "C", "C", "C", "C", "C", "C", "C", "C", "C", "H", "H", "H", "H", "H", "H", "H", "H", "H", "H", "H", "H", "H", "H", "H", "H", "H", "H", "H", "H", "H", "H", "H", "H", "H", "H", "H", "H", "H", "H"], "positions_angstrom": [[1.82195, 1.69295, 0.74259], [0.32780, 5.75149, -0.85977], [0.82162, 4.58592, -0.05594], [1.59416, 3.67094, -0.49043], [1.94922, 3.72598, -1.79898], [2.81059, 2.78759, -2.08230], [3.15657, 2.68848, -3.39188], [3.57554, 1.69325, -0.97295], [0.40228, 4.40659, 1.35002], [-0.08898, 5.46057, 2.10938], [-0.42738, 5.24273, 3.43370], [-0.28587, 3.97076, 3.96680], [0.20812, 2.97731, 3.14822], [0.54468, 3.18346, 1.87107], [-0.69531, 6.01712, -0.58104], [0.96276, 6.63057, -0.70522], [0.37643, 5.50159, -1.91615], [2.87824, 3.44878, -3.99273], [3.99294, 2.18436, -3.62152], [-0.17839, 6.44370, 1.66750], [-0.79050, 6.06002, 4.04588], [-0.54473, 3.75167, 4.99427], [0.33455, 1.96207, 3.51503], [3.34921, 2.86368, 2.55627], [3.97606, 1.69875, 3.68929], [4.28685, 2.11975, 4.96599], [4.78561, 1.19136, 5.86319], [4.95080, -0.12638, 5.46490], [4.62010, -0.51115, 4.17658], [4.84358, -2.17233, 3.71804], [4.12353, 0.39624, 3.23255], [3.73305, -0.08249, 1.60755], [4.14578, 3.15797, 5.24748], [5.04602, 1.49454, 6.86873], [5.34178, -0.86691, 6.15112], [0.24910, 1.38351, -0.66543], [-0.68555, 0.91320, -1.64242], [-0.73628, -0.69557, -2.06968], [-1.28662, -1.72492, -1.06360], [-1.05424, -1.61350, 0.44957], [0.41190, -1.31878, 1.19813], [0.74741, 0.05059, 1.50992], [0.13130, -2.29728, 2.63714], [-0.83542, -3.29435, 2.72038], [-0.92189, -4.03727, 3.88909], [-0.04589, -3.78552, 4.94071], [0.91243, -2.78413, 4.83837], [1.00499, -2.02472, 3.68054], [1.54992, -2.29052, 0.22933], [1.80464, -3.63021, 0.50330], [2.73523, -4.29903, -0.27965], [3.40114, -3.63268, -1.30318], [3.12515, -2.29740, -1.56890], [2.18504, -1.62286, -0.80867], [-3.05189, -1.83881, -1.15066], [-3.60102, -2.00994, -2.41797], [-4.97505, -2.10992, -2.53221], [-5.77545, -2.03124, -1.39422], [-5.20734, -1.85434, -0.14101], [-3.82718, -1.75865, -0.00666], [-0.80192, -3.28428, -1.75358], [-0.01169, -3.36653, -2.88834], [0.28194, -4.62741, -3.39404], [-0.21296, -5.76361, -2.77001], [-1.00599, -5.65756, -1.63035], [-1.30678, -4.41136, -1.11412], [-2.36302, 1.24699, -1.14693], [-2.52017, 1.49792, 0.20715], [-3.79862, 1.72464, 0.69872], [-4.88812, 1.69818, -0.16238], [-4.71414, 1.44201, -1.52186], [-3.44291, 1.21252, -2.02711], [-0.57943, 1.57730, -3.28554], [-0.79563, 2.94708, -3.37873], [-0.67288, 3.56112, -4.61232], [-0.32473, 2.80911, -5.73203], [-0.09610, 1.44443, -5.62096], [-0.22591, 0.81457, -4.38920], [-1.50785, -3.47361, 1.89110], [-1.67252, -4.81360, 3.97989], [-0.11340, -4.37549, 5.84736], [1.59480, -2.59259, 5.65821], [1.74314, -1.23428, 3.57118], [1.31258, -4.14212, 1.32091], [2.95581, -5.34016, -0.07314], [4.14654, -4.15811, -1.88996], [3.64896, -1.76406, -2.35475], [1.97020, -0.58246, -1.00934], [-2.96023, -2.06126, -3.29397], [-5.42481, -2.24922, -3.50827], [-6.85214, -2.10689, -1.48985], [-5.83640, -1.79045, 0.73918], [-3.35569, -1.61163, 0.95845], [0.36339, -2.46389, -3.35269], [0.90220, -4.71748, -4.27796], [0.01975, -6.74275, -3.17216], [-1.39316, -6.54719, -1.14849], [-1.93188, -4.31219, -0.23072], [-1.63944, 1.51444, 0.84678], [-3.94308, 1.92507, 1.75545], [-5.88359, 1.88341, 0.22478], [-5.57041, 1.42325, -2.18778], [-3.29325, 1.01158, -3.08269], [-1.05083, 3.52010, -2.49031], [-0.84535, 4.62825, -4.70388], [-0.23070, 3.29375, -6.69688], [0.18038, 0.86637, -6.49436], [-0.05709, -0.24849, -4.28395]], "lowdin_charge": [0.4843, -0.0226, -0.2759, -0.0561, 0.0046, -0.8390, 0.0856, 0.6263, -0.2231, 0.0024, -0.0358, -0.0429, -0.1481, -0.0050, 0.0841, 0.0980, 0.0569, 0.1002, 0.0792, 0.1158, 0.1171, 0.1128, 0.1097, 0.7813, -0.6227, -0.1074, -0.0841, -0.1101, -0.6857, 0.6704, -0.7151, 0.6294, 0.1095, 0.1085, 0.1067, -0.2994, 0.7620, -0.3463, 0.8610, -0.3462, 0.7593, -0.3466, -0.3230, -0.0736, -0.0628, -0.0596, -0.0503, -0.0553, -0.3335, -0.0462, -0.0532, -0.0559, -0.0566, -0.1489, -0.3216, -0.0647, -0.0555, -0.0577, -0.0553, -0.0567, -0.3112, -0.0533, -0.0500, -0.0525, -0.0504, -0.0595, -0.3210, -0.0685, -0.0608, -0.0677, -0.0633, -0.0628, -0.3134, -0.0784, -0.0610, -0.0658, -0.0643, -0.0584, 0.0864, 0.1100, 0.1111, 0.1136, 0.0878, 0.1144, 0.1135, 0.1120, 0.1162, 0.0400, 0.1260, 0.1152, 0.1136, 0.1165, 0.1115, 0.1019, 0.1160, 0.1140, 0.1153, 0.1133, 0.0910, 0.1122, 0.1114, 0.1151, 0.1246, 0.1134, 0.1126, 0.1101, 0.1100, 0.0910]}

---

no.,calculated total energy (eV)
1,-19534.0964
2,-10000.1463
3,-28098.4077
4,-173830.2857
5,-178049.9312